Record 1
C46H45Cl3N7O2PPtS2 as an isolated structure. Source: the Open Molecules 2025 dataset; level of theory: the ωB97M-V functional and the def2-TZVPD basis.

Calculated total energy ... -4950.790811 a.u.
<S²> ... 6.04
Kohn-Sham gap (alpha / beta) ... 0.2759 / 0.2045 hartree
ΔE to the lowest compared entry with this formula, charge and spin ... 0.0 kcal/mol
HOMO (alpha / beta) ... -13.06 / -13.11 eV
2S+1 ... 5
LUMO (alpha / beta) ... -5.5 / -7.6 eV
Charge ... +2

Element x y z (Å)
C -1.814 2.228 -1.920
O 2.510 -0.704 0.990
C -0.840 -2.570 -2.408
H -3.341 4.765 2.197
C 0.831 -2.746 3.030
H -0.341 -2.943 -3.300
H -0.092 -2.121 -1.753
H -1.808 -1.965 -4.879
C -4.123 0.013 -3.405
C 3.486 3.763 0.247
H -3.763 0.636 4.662
N 0.684 0.359 -0.981
C -2.660 -3.319 2.442
C 3.984 -3.826 -2.229
H -2.340 -3.291 3.477
Cl 4.575 -0.958 2.948
H -3.721 -0.512 -5.442
C 2.986 -1.279 -1.724
C 3.022 1.354 -5.442
C -2.295 3.007 0.136
N -1.659 2.066 -0.556
N -0.172 1.816 4.196
H 1.033 3.952 -4.592
Cl 2.601 0.180 4.699
N -1.454 -1.188 2.123
C -0.069 -1.996 3.974
C 4.539 -3.045 -1.225
H 5.176 0.624 -1.246
H 3.584 -0.252 -4.159
H 0.985 2.720 -2.477
C -2.120 3.054 1.571
H 2.338 3.082 -6.507
H -4.576 -2.862 0.299
S -1.985 3.771 3.982
H -1.249 -3.440 -1.888
H -2.555 -0.355 6.462
H 3.017 4.648 0.655
C -3.641 -3.004 -0.249
H -3.748 -3.392 2.406
H 1.605 -1.698 -3.326
H -3.596 4.762 -0.251
C 1.562 3.013 -4.506
C -1.021 2.439 3.397
H -4.099 -0.759 3.653
H 6.546 2.502 -0.464
C -1.851 -0.794 5.766
C -2.082 -0.671 4.404
C -4.540 0.543 -0.981
S -2.891 3.603 -2.268
H 4.380 -4.813 -2.428
C -3.338 -0.013 3.898
O 1.032 0.438 2.197
C 3.311 1.557 -0.686
N -1.239 1.497 -2.780
H -0.594 -1.603 7.304
H -1.445 1.723 -3.748
C -3.025 3.929 -0.625
C 1.528 2.307 -3.318
H -4.990 0.615 -3.649
H -2.267 -4.226 1.976
C 2.430 -2.072 -2.732
H 5.364 -3.424 -0.637
C 5.470 2.555 -0.378
C -1.155 -1.249 3.533
H 1.876 -2.608 3.305
C 0.118 -2.104 5.350
H 0.957 -2.681 5.719
H -3.840 -2.890 -1.309
H -3.311 -4.023 -0.052
H 1.628 2.735 -0.043
H -0.046 2.106 5.150
H 0.462 1.134 3.783
H 0.715 -2.435 1.993
N -2.189 -1.029 -0.433
P 2.274 0.356 -1.518
N -1.231 2.148 2.122
C 4.697 1.485 -0.803
C -2.646 3.973 2.413
H -3.948 0.722 -0.082
C -3.740 -0.116 -2.074
H 4.469 -1.193 -0.164
C 2.303 2.530 -5.578
C 2.923 -3.341 -2.979
H -3.163 0.578 2.999
C -2.638 -2.009 0.247
C -1.931 -1.605 -2.777
H -5.385 -0.088 -0.694
Pt -0.635 0.384 0.609
C 3.272 0.220 3.058
C 4.868 3.695 0.135
C 2.216 1.098 -3.182
C -3.415 -0.624 -4.411
Cl 3.893 1.845 2.737
H 0.087 0.534 -1.801
C -0.753 -1.500 6.239
C 2.707 2.690 -0.151
C 4.042 -1.780 -0.961
C -2.189 -2.127 1.669
C 2.180 -0.060 1.969
H -4.957 1.491 -1.319
H 2.490 -3.944 -3.765
H 5.477 4.532 0.449
C -2.332 -1.434 -4.095
C -2.627 -0.902 -1.795
C 2.987 0.644 -4.249
H 0.632 -3.819 3.088
H 3.625 0.987 -6.261

Atomic forces in eV per Å
-0.05 0.04 0.02
-0.04 0.13 0.04
0.00 0.02 0.00
-0.03 0.03 -0.01
0.01 0.06 0.01
-0.01 0.00 -0.01
-0.04 -0.02 0.02
0.01 -0.01 -0.02
0.03 0.00 0.02
0.00 0.03 -0.03
-0.01 0.01 0.00
-0.14 -0.04 -0.02
0.03 0.04 0.01
0.00 0.01 0.02
0.00 0.01 0.00
-0.01 0.02 -0.01
-0.01 0.00 -0.02
-0.01 -0.06 0.02
-0.01 -0.01 -0.01
0.04 0.02 0.02
-0.10 0.00 -0.07
-0.02 0.05 0.00
-0.01 0.01 0.00
0.00 -0.12 0.03
-0.19 0.02 0.10
0.03 0.00 0.05
0.01 0.01 0.01
0.01 -0.01 -0.01
-0.02 -0.06 0.03
0.03 0.00 0.01
-0.07 -0.02 0.00
0.00 0.01 -0.01
-0.02 -0.01 0.00
0.00 -0.02 0.01
-0.01 -0.01 0.02
0.00 0.00 0.01
0.00 0.01 0.01
0.04 0.04 -0.06
-0.01 0.00 0.00
0.07 0.06 -0.05
-0.02 0.02 0.02
0.01 -0.02 -0.02
0.01 -0.05 0.08
0.00 -0.02 0.00
0.02 0.00 0.00
0.02 -0.01 0.01
0.00 0.05 0.02
-0.02 -0.05 0.03
0.00 0.02 -0.05
0.00 -0.01 0.00
0.04 0.02 0.01
0.01 0.16 -0.04
-0.19 -0.15 0.19
0.07 -0.01 -0.03
0.01 0.01 0.02
-0.02 0.01 -0.03
0.01 -0.03 0.02
0.03 0.05 0.04
-0.02 0.01 -0.01
0.01 -0.01 0.00
-0.02 0.05 0.01
0.01 -0.01 0.00
0.02 -0.06 -0.04
-0.03 -0.04 -0.09
0.05 0.01 0.01
0.02 0.04 0.01
0.02 0.00 0.01
0.00 0.00 0.00
0.02 -0.01 0.01
0.00 -0.01 -0.01
-0.01 -0.01 -0.01
-0.03 0.00 0.00
0.03 0.02 0.00
0.02 -0.01 0.06
0.14 -0.01 -0.21
-0.11 -0.03 -0.04
0.05 0.15 -0.04
0.04 -0.04 -0.04
-0.03 0.00 -0.02
-0.05 0.00 0.02
-0.03 -0.03 0.03
-0.01 -0.01 0.02
-0.01 0.00 -0.01
0.01 0.04 -0.04
-0.05 0.00 0.01
0.00 -0.01 -0.04
-0.01 0.00 0.02
0.53 -0.07 -0.04
-0.01 0.02 0.05
-0.03 0.03 -0.01
-0.05 0.06 0.11
0.02 0.00 0.02
0.04 -0.08 0.12
0.07 0.01 -0.08
-0.01 0.00 -0.04
-0.07 0.03 -0.03
0.04 0.09 -0.12
-0.02 0.00 -0.02
0.05 -0.28 -0.06
-0.01 -0.01 -0.01
-0.01 -0.01 0.00
0.01 0.01 0.00
-0.04 0.00 -0.01
-0.02 0.04 0.08
0.03 -0.09 0.04
-0.03 -0.01 0.00
0.01 0.00 -0.01

***

Record 2
C46H45GaN4O6P2S as an isolated structure. Source: the Open Molecules 2025 dataset; level of theory: the ωB97M-V functional and the def2-TZVPD basis.

Calculated total energy ... -5456.210838 a.u.
Kohn-Sham gap ... 0.2451 hartree
ΔE to the lowest compared entry with this formula, charge and spin ... 0.0 kcal/mol
HOMO ... -6.97 eV
LUMO ... -0.3 eV

Element x y z (Å)
C 3.652 -2.625 0.824
C -0.370 2.970 -0.285
C -0.895 -0.773 -2.574
H 4.208 -3.373 0.258
C -0.025 2.741 -1.752
H -1.081 -3.440 0.856
H -5.075 4.652 -6.491
H 4.046 -2.589 1.839
C -3.504 -1.043 -1.675
H 0.017 2.608 2.469
C 1.928 -3.423 -2.278
H 5.281 -1.680 -1.404
C 4.620 -0.986 -0.906
C 2.032 0.887 4.380
C -2.807 -2.557 2.891
H 0.482 3.437 0.213
H 1.736 -6.357 -3.961
P 0.323 -2.079 -0.491
H -4.855 6.319 -5.938
N 3.119 -0.147 0.524
C -4.506 -1.006 3.581
C -0.674 1.641 0.378
C -1.348 3.462 -5.413
H -0.930 2.478 -2.300
H -2.729 7.042 -4.967
O 0.387 0.928 0.654
C -1.146 -1.451 -1.380
H -4.829 -3.117 3.313
H -0.975 -4.728 -1.087
C 0.499 3.130 4.495
H -2.680 -2.055 0.014
C 3.559 0.892 -0.277
C -0.054 -4.640 -1.657
C -0.644 4.405 -4.680
C 1.244 2.762 5.609
H 2.423 2.398 0.756
C -4.116 -2.304 3.261
C 0.394 -2.553 4.961
C -2.456 -1.574 -0.932
H -1.732 0.267 -4.246
C -1.129 5.698 -4.516
C 3.785 -1.300 0.136
C -3.249 -0.385 -2.869
C 4.482 0.408 -1.165
P -0.169 -1.881 2.349
H 0.128 -0.656 -2.923
H -5.531 -0.808 3.870
N 0.508 3.986 -2.330
H -0.132 4.007 4.501
C 2.787 -0.424 4.262
C 0.620 -4.368 3.391
H 5.010 0.995 -1.905
O 2.606 -1.004 3.129
H 1.211 3.360 6.512
H -0.932 2.471 -5.539
H 3.189 -4.370 -3.734
C -1.941 -0.253 -3.319
H -1.564 0.586 3.104
C 1.465 -5.561 -3.279
H -3.893 1.039 3.772
C -2.341 6.037 -5.089
C 0.300 -5.662 -2.523
H 0.172 -1.508 5.164
H -0.553 6.420 -3.950
C 2.277 -4.444 -3.155
H 2.622 1.269 6.380
H -4.218 5.812 -7.502
O 3.446 -0.807 5.207
S 0.887 3.961 -3.932
H 1.203 -6.254 4.232
H 2.575 -2.558 -2.156
H 0.829 -3.012 7.007
C -3.587 0.028 3.536
C 0.969 -5.216 4.436
H -0.335 -6.534 -2.620
H 3.991 2.944 0.176
H -1.239 3.617 -0.196
C 0.573 2.351 3.358
H -2.502 -3.576 2.671
O -1.822 1.297 0.583
C 1.035 -4.733 5.734
C 0.757 -3.513 -1.531
H -3.123 3.090 -6.556
H 1.316 -5.395 6.544
H -4.520 -1.137 -1.310
N -0.279 -2.826 0.943
O 1.190 2.624 -4.355
C -2.273 -0.225 3.161
H 1.295 4.381 -1.824
C 3.132 2.317 -0.066
C -1.881 -1.512 2.826
N 1.330 1.247 3.302
Ga 1.591 -0.146 1.650
H -4.067 0.036 -3.442
H 2.666 2.730 -0.962
H 0.608 -4.733 2.371
O 1.830 5.027 -4.115
C -2.564 3.820 -5.980
C -3.074 5.105 -5.826
C -4.381 5.493 -6.470
C 0.320 -3.038 3.654
H 0.680 1.914 -1.849
H 2.618 -2.975 0.901
C 0.754 -3.396 5.997
C 2.023 1.621 5.551

Atomic forces in eV per Å
-0.01 0.17 0.00
0.05 0.05 -0.12
0.03 -0.04 -0.01
-0.03 -0.01 -0.02
-0.02 0.19 -0.01
0.01 -0.11 0.11
0.02 0.02 0.00
0.01 -0.01 0.02
0.07 -0.01 0.01
0.00 -0.03 -0.05
0.04 0.01 0.05
-0.02 0.03 0.03
0.01 0.04 -0.04
-0.16 0.00 -0.08
-0.02 0.03 0.01
0.03 0.00 0.01
-0.01 0.03 0.03
0.23 0.07 0.07
0.01 -0.03 -0.01
-0.04 -0.03 0.03
0.01 -0.02 0.00
-0.10 -0.38 0.09
0.02 0.07 0.03
-0.01 -0.04 -0.04
0.02 -0.05 0.00
-0.03 0.33 -0.17
-0.02 -0.12 0.04
0.01 0.02 -0.02
0.02 0.05 -0.05
0.00 0.01 0.03
0.05 0.02 -0.03
-0.05 0.00 0.00
0.01 -0.06 -0.05
-0.09 0.00 -0.03
0.01 0.02 0.02
-0.04 0.03 0.01
0.01 0.03 0.01
-0.05 -0.07 -0.06
-0.07 0.04 0.02
0.00 0.01 -0.01
0.01 -0.08 -0.03
0.05 0.10 -0.03
-0.01 -0.01 0.04
-0.03 -0.04 -0.04
0.10 -0.44 -0.53
-0.05 0.01 0.00
0.03 0.00 -0.01
0.09 -0.17 0.15
0.03 -0.01 0.00
0.10 -0.03 -0.14
0.09 0.01 0.01
-0.01 -0.06 0.07
0.06 -0.09 0.08
-0.01 -0.03 -0.03
-0.03 0.03 0.01
-0.02 0.01 0.01
0.02 0.03 0.06
0.03 0.05 -0.04
-0.02 0.01 0.03
0.01 -0.02 0.02
-0.03 0.04 -0.01
0.02 0.02 0.01
-0.01 -0.04 0.03
-0.04 -0.03 -0.02
-0.01 -0.03 0.02
-0.02 0.00 -0.02
0.00 -0.01 0.03
-0.07 -0.04 -0.06
-0.03 0.02 -0.03
-0.01 0.03 -0.01
-0.04 -0.04 -0.02
-0.01 -0.01 -0.04
-0.02 -0.01 -0.01
0.01 0.02 0.01
0.02 0.01 0.01
0.02 0.01 -0.01
-0.03 0.04 -0.01
0.15 -0.08 -0.02
0.00 0.02 0.03
0.07 -0.02 0.13
0.00 0.00 -0.01
-0.07 0.03 -0.01
0.03 0.02 0.03
0.00 0.02 -0.03
0.03 0.02 -0.01
-0.29 0.36 -0.06
0.05 -0.04 -0.02
-0.04 -0.02 -0.04
-0.07 -0.03 -0.03
0.14 -0.19 -0.02
0.06 0.04 0.11
0.01 0.09 -0.12
-0.15 0.09 0.71
0.02 -0.02 0.01
-0.02 -0.01 0.01
-0.03 -0.01 0.02
0.01 0.02 0.00
-0.02 0.02 -0.01
-0.06 0.00 -0.03
0.08 -0.02 0.03
0.00 0.06 0.08
0.08 -0.02 -0.03
-0.06 0.00 -0.02
0.00 0.02 -0.04
-0.01 0.08 0.07